[1]
Here is C25H21BaF3N2O6S4 as an isolated structure from the Open Molecules 2025 dataset. Energies are from ωB97M-V with the def2-TZVPD basis set.

Structure (ORCA input):
```
! wB97M-V def2-TZVPD RIJCOSX def2/J DEFGRID3
* xyz -2 1
Ba 0.9042 0.6061 0.6350
O 3.7222 -0.2860 2.7729
C 4.2705 -0.9576 1.6424
C 4.7739 0.0098 0.5884
N 3.6872 0.5325 -0.2461
C 3.7387 1.9945 -0.3591
C 3.3288 2.6680 0.9772
O 3.8606 3.7342 1.2893
O 2.4300 2.0107 1.6310
C 3.5965 -0.1537 -1.5367
C 2.3377 0.2097 -2.3566
O 2.4224 0.0938 -3.5854
O 1.3276 0.5961 -1.6671
H 3.1769 0.4666 2.4715
H 3.5359 -1.6323 1.1845
H 5.0936 -1.5716 2.0110
H 5.5326 -0.4764 -0.0378
H 5.2642 0.8339 1.1096
H 3.0152 2.3097 -1.1172
H 4.7244 2.3622 -0.6572
H 3.5517 -1.2325 -1.3552
H 4.4613 0.0378 -2.1837
F -2.9692 5.0363 2.4536
C -3.6098 4.2956 1.5408
F -4.3545 3.4063 2.2163
F -4.5148 5.1447 0.9555
C -2.7050 3.6741 0.5132
C -2.8723 4.0557 -0.8032
C -2.0823 3.5147 -1.8104
C -1.1476 2.5726 -1.4270
N -0.9538 2.1898 -0.1603
C -1.6911 2.7205 0.8670
S -1.3211 2.2234 2.4672
H -3.6306 4.7861 -1.0488
H -2.1949 3.8049 -2.8491
H -0.4984 2.0882 -2.1603
O -0.0538 -1.3410 0.7322
C -1.1317 -1.9881 0.1525
C -2.4282 -1.1522 0.2910
C -2.8740 -0.6354 1.4658
C -4.0783 0.1131 1.3352
C -4.5410 0.1333 0.0542
S -3.5041 -0.7362 -0.9890
C -1.3852 -3.3356 0.8752
C -0.5403 -3.9192 1.7637
C -1.0196 -5.1801 2.2520
C -2.2291 -5.5172 1.7227
S -2.7829 -4.3154 0.6351
C -0.8190 -2.2960 -1.3291
C -0.8321 -1.4530 -2.3983
C -0.2556 -2.0199 -3.5776
C 0.1776 -3.2945 -3.3802
S -0.0903 -3.7989 -1.7674
H -2.3199 -0.7484 2.3883
H -4.5453 0.6502 2.1515
H -5.4037 0.6525 -0.3428
H 0.3880 -3.4375 2.0497
H -0.4857 -5.7980 2.9665
H -2.8242 -6.4008 1.9158
H -1.1709 -0.4237 -2.3420
H -0.1284 -1.4736 -4.5047
H 0.6668 -3.9531 -4.0854
*
```

Values from the calculation:
Strongest force on any atom ... 4.64 eV Å⁻¹
HOMO level ... -2.16 eV
ΔE to the lowest compared entry with this formula, charge and spin ... 139.1 kJ/mol
Orbital gap ... 6.14 eV

These are the Mulliken partial charges, in e, on atoms 1 to 2: 2.29, -0.64

[2]
Here is the molecule C5H4N2 from the Open Molecules 2025 dataset. Energies are from ωB97M-V with the def2-TZVPD basis set.

Structure (ORCA input):
```
! wB97M-V def2-TZVPD RIJCOSX def2/J DEFGRID3
* xyz 0 1
C -1.3672 -2.2388 -0.7220
C -0.7271 -1.4799 -0.0373
C -0.0398 -0.3049 0.3852
C -0.5625 0.9675 0.2793
C 0.5572 1.7974 0.1279
N 1.6929 1.1128 0.2145
N 1.3121 -0.1547 0.3802
H -1.9184 -2.8457 -1.4053
H -1.6147 1.2025 0.2495
H 0.5751 2.8473 -0.1280
H 2.0127 -0.8700 0.4950
*
```

Values from the calculation:
Strongest force on any atom ... 0.64 eV Å⁻¹
HOMO level (alpha / beta) ... -8.97 / -8.97 eV
ΔE to the lowest compared entry with this formula, charge and spin ... 216.9 kJ/mol
Structure (SMILES) ... C#Cc1ccn[nH]1
Orbital gap (alpha / beta) ... 9.96 / 9.90 eV

These are the natural (NBO) partial charges, in e, on atoms 1 to 2: -0.18, -0.06

[3]
Here is C3H6N2O3 as an isolated structure from the Open Molecules 2025 dataset. Energies are from ωB97M-V with the def2-TZVPD basis set.

Structure (ORCA input):
```
! wB97M-V def2-TZVPD RIJCOSX def2/J DEFGRID3
* xyz 0 1
C 0.9201 0.3080 -0.6434
C 1.0145 1.1915 0.5717
C 0.0315 -0.4989 0.2178
N -0.1376 -1.8850 0.0670
N -1.6815 0.1890 -0.2322
O -1.7170 1.3753 -0.3047
O -2.5061 -0.6332 -0.4939
O 0.3989 0.2159 1.3766
H 0.3944 0.8974 -1.5247
H 1.9138 -0.2368 -0.9531
H 2.0549 1.5746 0.7995
H 0.2568 2.0754 0.6917
H 0.1139 -2.4614 0.8616
H -1.0564 -2.1116 -0.4339
*
```

Values from the calculation:
Strongest force on any atom ... 4.13 eV Å⁻¹
HOMO level ... -9.13 eV
ΔE to the lowest compared entry with this formula, charge and spin ... 603.4 kJ/mol
Orbital gap ... 10.00 eV

These are the natural (NBO) partial charges, in e, on atoms 1 to 2: -0.52, -0.08